3 unconnected molecules or ions with the total composition C5H15NO2 in a non-equilibrium geometry. Source: the Open Molecules 2025 dataset; level of theory: ωB97M-V with the def2-TZVPD basis set.

```
23
Properties=species:S:1:pos:R:3:lowdin_spin:R:1
C 0.823 -2.988 0.261 0.02
C 0.937 -1.866 -0.775 0.07
N 0.394 0.947 -1.867 0.11
C 0.456 0.688 -0.516 0.10
C 0.820 -0.520 -0.035 0.04
C 0.058 1.761 0.443 0.12
H -0.179 -3.335 0.466 0.00
H 1.241 -2.669 1.228 0.00
H 1.586 -3.765 0.048 0.00
H 1.898 -1.921 -1.298 0.03
H 0.115 -1.818 -1.494 0.02
H 0.041 1.805 -2.256 0.09
H 0.872 0.301 -2.478 0.09
H 0.886 -0.624 1.034 0.00
H 0.997 2.222 0.779 0.02
H -0.495 1.508 1.354 0.01
H -0.700 2.418 0.017 0.03
H -7.058 0.974 1.629 0.01
H -6.605 1.069 2.973 0.01
O -6.293 1.314 2.092 0.06
H 3.759 0.770 -0.584 0.03
H 2.774 2.018 -0.637 0.03
O 3.673 1.711 -0.383 0.08
```

Properties
<S²>   0.750
2S+1   2
Net charge   -1
LUMO level (alpha / beta)   0.107 / 0.103 Eh
ΔE to the lowest compared entry with this formula, charge and spin   32.3 kcal/mol